Entry 1:
# C4H8Cl3OP

A structure of composition C4H8Cl3OP (ωB97M-V/def2-TZVPD, the Open Molecules 2025 dataset).

Geometry (Å):
Cl1 3.3140 -0.0838 1.0174
Cl2 2.2147 -2.6601 -0.3160
Cl3 1.7362 3.0133 0.0886
P1 1.9959 0.1110 -0.4068
O1 2.7684 0.4622 -1.9078
C1 0.8218 1.4637 0.0117
C2 0.8871 -1.3740 -0.3252
C3 0.2639 -1.5129 0.9838
C4 -0.3436 1.6239 -0.9573
H1 0.0999 -1.5510 -1.0901
H2 -0.8139 0.7313 -1.2957
H3 0.2350 1.4196 0.9680
H4 -0.4644 -0.7929 0.9586
H5 0.9124 -1.2216 1.7591
H6 -0.1498 2.0644 -1.8364
H7 -0.1924 -2.4836 1.1375
H8 -1.2061 2.2506 -0.4764

Results
HOMO-LUMO gap = 0.380 Ha
ΔE to the lowest compared entry with this formula, charge and spin = 53.76 kcal per mole
E = -53180.7043 eV

Mulliken atomic charge list, values in e, 8 entries: -0.164, -0.176, -0.156, 0.789, -0.654, 0.077, -0.054, -1.325


Entry 2:
# C49H43F6N3S

A cluster of 7 separate species, C49H43F6N3S in total (ωB97M-V/def2-TZVPD, the Open Molecules 2025 dataset).

Geometry (Å):
S1 4.7968 3.2205 1.8659
F1 2.3015 -4.2461 -2.7668
F2 -4.8407 -2.4299 1.0934
F3 4.9891 6.5027 -5.2403
F4 3.6445 -1.0342 -5.2481
F5 -2.8596 3.7911 -0.3941
F6 2.8228 -2.7822 9.7475
N1 1.7043 0.9569 4.0218
N2 1.8780 -1.4031 1.6636
N3 4.2890 0.9733 3.9583
C1 -2.3169 -0.9339 2.0366
C2 -3.8484 0.8760 3.6998
C3 -0.9794 0.8127 3.8157
C4 3.5935 -0.5219 -4.0113
C5 -4.6469 4.2707 -1.8559
C6 -0.8180 -1.4692 1.5583
C7 -4.6820 6.3927 -3.0092
C8 2.8417 -4.6989 -5.0173
C9 2.3262 -5.1078 -3.7922
C10 1.8564 -7.2920 -4.6841
C11 -2.3877 0.2499 3.1911
C12 -3.4789 6.7511 -2.3963
C13 0.5088 -2.1233 7.0336
C14 5.0640 3.8562 -8.3897
C15 0.5837 -0.8597 2.1989
C16 -5.4570 -3.5322 1.5402
C17 3.4886 0.5385 -1.4493
C18 1.8363 -6.3969 -3.6148
C19 -6.7337 -5.8157 2.4649
C20 -2.8643 5.8709 -1.5057
C21 -7.3078 -5.0655 1.4375
C22 5.5292 6.0499 -7.4908
C23 4.5879 2.0823 3.1568
C24 2.6994 -1.2699 6.4537
C25 4.5238 4.3520 -6.0883
C26 -4.8746 -4.2757 2.5609
C27 -5.5186 -5.4206 3.0299
C28 -3.4528 4.6381 -1.2457
C29 2.9630 0.3837 3.4331
C30 4.0421 0.7754 -3.7891
C31 3.9845 1.3110 -2.5025
C32 2.8723 -5.5973 -6.0838
C33 3.0454 -0.7644 -1.6816
C34 1.0076 -2.5708 8.2569
C35 3.0928 -1.2957 -2.9702
C36 -4.2750 2.1774 2.7403
C37 2.3765 -6.8927 -5.9162
C38 -3.0029 3.1351 2.3486
C39 4.5440 3.4568 -7.1576
C40 2.3453 -2.3567 8.5704
C41 3.1951 -1.7076 7.6816
C42 1.3570 -1.4756 6.1319
C43 -5.2675 5.1551 -2.7379
C44 5.0137 5.6411 -6.2657
C45 0.5380 0.2903 3.3484
C46 -6.6691 -3.9146 0.9764
C47 -3.8202 1.4167 5.2514
C48 5.5598 5.1515 -8.5573
C49 3.0862 -0.7516 2.2742
H1 -7.2335 -6.7112 2.8281
H2 -3.0228 7.7141 -2.6123
H3 4.1624 -1.0880 1.9069
H4 -5.0754 -6.0044 3.8328
H5 -5.0375 2.8411 3.3452
H6 2.3964 -7.5917 -6.7495
H7 -0.7403 -2.3012 0.7065
H8 0.9686 -1.1307 5.1760
H9 1.4673 -8.2994 -4.5572
H10 3.4480 0.9551 -0.4452
H11 4.1314 4.0554 -5.1212
H12 0.3658 -3.0831 8.9662
H13 -5.0835 3.3011 -1.6405
H14 4.2337 -1.5480 7.9517
H15 5.0840 3.1571 -9.2230
H16 3.2804 -5.2899 -7.0434
H17 2.7441 -2.3034 -3.1702
H18 -4.9467 1.4950 5.6115
H19 -4.7506 1.7979 1.7278
H20 -3.3995 2.5328 5.2913
H21 -1.0429 1.6628 4.6269
H22 -7.1056 -3.3148 0.1846
H23 -0.5374 -2.2789 6.7822
H24 2.6636 -1.3652 -0.8596
H25 -8.2515 -5.3772 0.9965
H26 5.9022 7.0625 -7.6047
H27 1.4438 -6.6934 -2.6477
H28 -2.2457 2.5980 1.5986
H29 -3.9263 -3.9581 2.9818
H30 4.4319 1.3575 -4.6178
H31 -2.3751 3.2898 3.3512
H32 -3.1757 0.7350 5.9713
H33 -3.2983 4.1796 1.8907
H34 3.3586 -0.7693 5.7486
H35 -5.1633 7.0813 -3.7003
H36 4.1548 2.4495 -7.0307
H37 5.9679 5.4590 -9.5169
H38 -6.2061 4.8800 -3.2129
H39 3.2147 -3.6863 -5.1312
H40 4.3255 2.3270 -2.3197
H41 -3.2665 -1.4204 1.5257
H42 -4.7136 0.0736 3.5359
H43 -1.9339 6.1355 -1.0139

Results
HOMO-LUMO gap = 0.253 Ha
SMILES = CC[C@H](C)c1ccc2ncc(N=C=S)nc2c1.Fc1ccccc1.Fc1ccccc1.Fc1ccccc1.Fc1ccccc1.Fc1ccccc1.Fc1ccccc1
E = -83105.8587 eV

Mulliken atomic charge list, values in e, 8 entries: -0.103, -0.248, -0.326, -0.303, -0.278, -0.205, -0.319, -0.421


Entry 3:
# C3H6BNO2

The molecule C3H6BNO2 (ωB97M-V/def2-TZVPD, the Open Molecules 2025 dataset).

Geometry (Å):
O1 -2.3686 -1.4263 -0.4647
O2 -1.9415 1.2359 -0.2293
N1 0.2396 0.7984 0.3271
C1 -0.8110 1.7904 0.1681
C2 -1.4002 -0.8987 -0.1566
C3 1.3301 -1.5481 -0.0958
B1 0.0322 -0.5588 0.1737
H1 1.2205 1.2095 0.4925
H2 -0.4476 2.3565 -0.6554
H3 1.9797 -0.9250 -0.8017
H4 -0.8670 2.3122 1.1411
H5 1.1191 -2.4921 -0.5758
H6 1.9146 -1.8539 0.6768

Results
HOMO-LUMO gap (alpha / beta) = 0.283 / 0.283 Ha
ΔE to the lowest compared entry with this formula, charge and spin = 81.34 kcal per mole
E = -9468.3833 eV

Mulliken atomic charge list, values in e, 8 entries: -0.263, -0.714, -0.164, -0.258, 0.657, -1.084, -0.004, 0.225


Entry 4:
# C4H8NO3

The ion C4H8NO3 with charge -1 (ωB97M-V/def2-TZVPD, the Open Molecules 2025 dataset).

Geometry (Å):
O1 -1.5835 1.6010 1.3953
O2 -0.2133 2.1951 -0.8465
O3 1.9969 -2.1071 0.3035
N1 0.1271 -1.2099 -0.6579
C1 1.1210 -2.1458 -0.5305
C2 -1.4213 0.3676 0.8181
C3 0.6507 1.2675 -0.4379
C4 0.0208 -0.0258 0.2617
H1 -1.9275 -0.0464 -0.1509
H2 -1.6565 -0.4016 1.7600
H3 1.1717 -2.8430 -1.3244
H4 -1.1541 2.2563 0.6412
H5 0.7573 -0.2247 1.1576
H6 1.4411 1.7769 0.2550
H7 1.2054 0.9309 -1.2791
H8 -0.5359 -1.3909 -1.3651

Results
HOMO-LUMO gap = 0.251 Ha
ΔE to the lowest compared entry with this formula, charge and spin = 95.33 kcal per mole
SMILES = O=CN[C@@H](C[O-])CO
Total charge = -1
E = -11909.1600 eV

Mulliken atomic charge list, values in e, 8 entries: -0.547, -0.933, -0.564, -0.172, -0.095, -0.465, -0.646, 0.428


- E of number 3 (C3H6BNO2)?
  -9468.3833 eV


- Which of these has the lowest E?
  C49H43F6N3S


- Which of these has the lowest E?
  C49H43F6N3S


- Which of these has the lowest E?
  C49H43F6N3S